77
Properties=species:S:1:pos:R:3 method="wB97M-V/def2-TZVPD" s2=0.76 lumo_ev="2.22 / 2.22" total_charge=-1 spin_multiplicity=2 homo_lumo_gap_ev="6.21 / 6.21"
Co -0.1245 0.3464 -0.1448
Cl 3.6533 -4.6472 -2.7718
Cl 4.4581 -4.5399 0.2653
Cl 3.2772 -2.2724 2.1164
Cl 1.7047 -2.2213 -4.5952
S -2.1895 0.1129 -2.5530
S 0.0512 1.3001 2.7341
O 1.5702 -0.3674 0.6722
O -1.0647 0.8389 1.8253
O -1.8337 0.8158 -1.2613
O 1.1139 -0.2609 -1.9250
N -1.0789 -1.5383 0.1474
N -3.4194 -4.9521 0.8015
C -0.7224 -3.2348 -4.2921
C -2.3558 -1.4488 0.5394
C -2.2554 2.0831 -6.0783
C -0.8415 2.1039 4.0811
C 0.5056 -0.2370 -3.2684
C -1.6585 2.6652 -3.4183
C -1.3180 -3.9220 0.1802
C -3.1670 -2.5419 0.7605
C 0.0599 2.5138 5.2338
C -0.5847 -2.7690 -0.0158
C -2.0563 1.3956 -3.7987
C 2.9575 -2.2735 0.4050
C -1.2711 -2.1404 -3.4869
C 1.8355 2.4776 -0.7184
C -2.6510 -3.8246 0.5694
C -2.3566 1.0901 -5.1184
C -0.8469 -0.9118 -3.1410
C 2.2626 3.7950 -0.8455
C 1.8825 -1.3186 -1.4916
C 0.6287 -0.1897 3.5706
C -0.4822 -1.0762 4.1054
C 0.0933 4.5585 -0.1862
C -1.8568 3.3644 -5.7134
C 1.3946 4.8467 -0.5784
C 3.4263 -3.3045 -0.4078
C -1.5570 3.6519 -4.3899
C 0.5322 2.1515 -0.3280
C -0.3209 3.2350 -0.0685
C 0.3873 -3.5018 -4.9863
C 2.1365 -1.2463 -0.0971
C 2.2649 -2.3366 -2.3108
C 3.0478 -3.3265 -1.7461
C 1.2892 -0.6123 -4.5330
H -1.2680 -1.1791 3.3544
H -0.6014 5.3666 0.0228
H -0.9256 -0.6859 5.0238
H 0.3314 0.8342 -3.4051
H 2.1082 -1.9661 -5.8779
H -0.8497 -4.8840 0.0151
H -1.4054 2.8605 -2.3788
H -0.4751 3.1759 5.9153
H 1.3360 0.1373 4.3376
H 1.7267 5.8741 -0.6760
H -3.1022 -5.7944 0.3507
H -2.3054 -2.3473 -3.2030
H 0.9404 3.0480 4.8722
H -0.0866 -2.0697 4.3184
H 0.3983 1.6495 5.8060
H -4.1931 -2.3955 1.0747
H 1.2000 -0.6828 2.7754
H -1.7687 4.1358 -6.4679
H 3.2811 4.0030 -1.1569
H 2.5373 1.6783 -0.9324
H -1.3476 3.0343 0.2296
H -1.4898 -3.9788 -4.5082
H 0.4456 -2.8427 -0.3346
H -2.7345 -0.4444 0.6724
H -2.6335 0.0797 -5.3951
H -4.4154 -4.8218 0.7420
H -1.6475 1.4356 4.3853
H -2.4714 1.8540 -7.1135
H -1.2266 4.6424 -4.1055
H 2.5770 -3.3144 -4.4269
H -1.2895 2.9729 3.5957

---

85
Properties=species:S:1:pos:R:3 method="wB97M-V/def2-TZVPD" lumo_ev=-0.80 total_charge=0 spin_multiplicity=1 homo_lumo_gap_ev=8.87
Cl 3.5877 -2.6464 -2.8604
Cl 6.3735 -3.1922 -2.1535
Cl -0.0179 -1.1972 0.1171
Cl -0.8416 -0.7590 -2.6707
Cl -0.0692 1.2852 3.6942
Cl -1.6090 3.3967 2.1580
O -1.1706 -4.4057 0.1645
O 4.7209 1.6915 1.8182
O 3.4854 -5.9306 5.0572
O 4.6588 -7.1299 3.6814
O -1.6197 -3.3560 1.9883
O -3.6220 1.8801 -0.5641
O -1.5716 7.0707 -4.6346
O -4.8214 1.5889 1.2423
O 3.7093 0.0553 0.9655
O 0.0464 6.2044 -3.5105
N -4.4405 2.2431 0.2920
N -1.1372 -4.3007 1.4151
N 3.9530 1.2373 1.0385
N -1.0205 6.1137 -4.1208
N 4.0141 -6.1910 3.9816
C -1.3375 1.6665 2.5037
C -2.1013 2.6275 -3.1580
C 0.3656 -6.0104 4.3216
C 3.2596 -3.1795 1.0430
C -1.2356 -1.4368 -1.1100
C -5.1926 4.0667 -1.1613
C -5.6797 5.4206 -1.2863
C 3.7605 -5.1676 2.9313
C -0.2985 -5.0704 3.5727
C 2.0073 3.7268 -1.8514
C -2.6054 4.5490 -5.2090
C -3.1460 3.3096 -5.2625
C 5.1556 -1.9710 -2.2742
C -2.8997 2.3676 -4.2464
C 3.9367 -5.4685 1.5550
C 2.2691 1.4973 -0.8780
C -6.0520 6.1624 -0.1948
C -5.9851 5.5504 1.0916
C 3.6962 -4.4401 0.5985
C 3.5560 3.4342 -0.0569
C 2.9569 4.2925 -1.0026
C -5.0890 3.5975 0.1456
C 0.9107 -7.1469 3.7146
C -1.7355 4.8480 -4.1037
C 0.7987 -7.3360 2.3386
C -1.3983 3.8631 -3.1098
C 1.6931 2.3259 -1.8064
C 3.2817 -3.9498 3.3449
C 3.1422 -2.9602 2.4052
C 3.2079 2.0887 -0.0270
C -5.4243 4.3214 1.2661
C 0.0929 -6.4489 1.5507
C -0.3459 -5.3147 2.2263
H 1.4071 -7.9604 4.2217
H -5.6403 5.8755 -2.2180
H 4.2740 -6.4505 1.2999
H -6.5191 7.1452 -0.2991
H -0.6784 4.1337 -2.2936
H 0.3321 -5.9998 5.4256
H -2.1449 -0.8707 -0.8389
H -0.0382 -6.5871 0.4893
H 2.9758 -3.7963 4.3566
H 1.2535 -8.1555 1.8736
H -3.9207 3.0787 -5.9867
H 2.8871 -2.4470 0.3012
H -1.3807 -2.5128 -1.3012
H -2.8510 5.3200 -5.9571
H 1.4976 4.3882 -2.6012
H -0.9683 1.1906 1.6111
H -0.6437 -4.1506 3.9929
H -3.3283 1.3971 -4.2238
H 4.9516 -1.5400 -1.2878
H 1.0819 1.9228 -2.6071
H 2.0846 0.4798 -0.7029
H 4.3026 3.7772 0.7447
H 3.9315 -4.6364 -0.4644
H -6.1994 6.1343 1.9990
H -1.9871 1.9006 -2.4298
H 5.4425 -1.1107 -2.9286
H 3.2018 5.3429 -1.0439
H -4.7041 3.5071 -1.9607
H -2.2496 1.3174 2.8715
H -5.2622 3.8238 2.2494
H 2.7197 -1.9907 2.7378

---

85
Properties=species:S:1:pos:R:3 method="wB97M-V/def2-TZVPD" s2=8.76 lumo_ev="0.20 / -1.67" total_charge=0 spin_multiplicity=6 homo_lumo_gap_ev="7.09 / 5.21"
Te -22.2915 16.3181 -5.0476
Ru -21.0940 12.5296 -2.3991
Cl -19.7257 6.6912 -5.5027
Cl -19.8674 12.0612 -5.5142
Cl -19.4901 9.2520 -7.1417
Cl -21.3554 9.3673 -1.1314
Cl -18.1786 12.8602 4.8502
Cl -20.4857 6.8258 -2.4949
Cl -16.4931 15.3497 -0.7834
Cl -16.7176 8.3858 2.0119
S -14.2598 13.3887 -0.3108
O -18.2679 11.7550 -2.8272
O -23.4565 11.3693 -1.9882
O -17.2724 15.2545 3.0184
O -24.4373 13.6659 -4.6274
O -20.0973 15.7898 -1.8921
O -22.5847 13.4941 -3.3369
N -19.2101 13.8108 -2.4011
N -21.0394 12.7932 -0.2001
N -20.4109 13.6782 1.6853
N -17.1923 13.5699 -3.5840
C -18.2253 15.6862 -3.3370
C -23.1104 16.6801 -3.1118
C -20.2780 10.5285 -4.7302
C -17.2613 14.9288 -3.8294
C -16.1214 15.7704 2.3552
C -18.1690 12.9928 -2.8929
C -20.2115 8.1773 -4.7944
C -13.7054 13.0660 1.2864
C -17.7518 12.8264 2.2662
C -21.1487 18.2105 -4.9148
C -17.1073 10.1364 2.0249
C -15.2593 14.7611 1.6236
C -20.3231 13.7683 0.3413
C -23.7462 13.1438 -3.7997
C -19.5350 14.5340 2.5510
C -25.7704 11.9404 -2.7093
C -24.1792 10.7104 -4.2127
C -20.8521 9.4150 -2.7548
C -16.0623 12.8519 -4.0714
C -19.2413 15.1870 -2.5021
C -17.4443 12.2873 1.0261
C -24.3088 11.8107 -3.1255
C -18.0478 14.3677 2.1590
C -21.6465 12.1010 0.8380
C -17.3497 10.6701 3.3193
C -21.2789 12.6611 2.0348
C -20.0178 9.3888 -5.4813
C -17.1043 10.9748 0.8855
C -15.3654 14.5530 0.2739
C -14.3414 13.8322 2.2402
C -17.7138 12.0526 3.3623
C -20.5030 8.2726 -3.4487
C -20.7713 10.6081 -3.4177
H -26.2771 12.5980 -3.4703
H -24.7731 9.7864 -4.0832
H -15.1373 13.4859 -4.2290
H -22.4824 17.3548 -2.4835
H -16.2280 12.3383 -5.0180
H -17.4195 10.0226 4.1782
H -21.3991 12.2942 3.0279
H -17.5962 12.8753 0.0762
H -12.8314 12.5020 1.5283
H -23.9873 17.1042 -3.4768
H -26.2602 10.9816 -2.6401
H -20.8407 18.4961 -5.9387
H -19.8386 15.5905 2.4009
H -24.7565 11.2070 -5.0482
H -20.2843 18.1299 -4.1575
H -16.9757 10.4238 -0.0640
H -23.2593 10.4167 -1.9687
H -16.4373 16.4958 1.5872
H -25.8472 12.4562 -1.7320
H -23.2278 15.7623 -2.6699
H -17.8925 14.7024 1.1220
H -15.6189 16.2901 3.1179
H -14.0901 13.7384 3.3158
H -21.8948 18.9487 -4.5630
H -23.1154 10.5838 -4.6242
H -22.2707 11.1935 0.7305
H -16.6190 15.4004 -4.5085
H -19.9027 14.6297 -0.2261
H -19.5998 14.2825 3.5938
H -15.8363 12.0979 -3.3491
H -18.2135 16.7810 -3.5473

---

76
Properties=species:S:1:pos:R:3 method="wB97M-V/def2-TZVPD" lumo_ev=2.51 total_charge=-1 spin_multiplicity=1 homo_lumo_gap_ev=6.87
S 2.3410 -0.3770 2.1955
S 5.8268 1.7337 -1.4607
F -4.2598 -1.9746 5.2417
F -2.7705 -1.1236 6.6130
F -4.1625 0.2012 5.5454
O 2.2042 -0.7686 3.5827
O 2.6364 -1.7798 -1.6822
O 1.1237 2.3416 -0.0427
O 2.7151 0.9804 1.8609
N 3.7324 0.1927 -2.1605
N -4.4059 1.1962 -2.1806
N 3.1975 2.1430 -1.0181
C -5.5723 -0.3611 -0.6815
C -0.4519 -0.7285 2.2804
C -1.9949 1.3953 -2.1651
C 4.5897 -3.6109 1.1774
C 4.6815 -0.5816 -2.9565
C -2.5391 -1.6265 3.1812
C -4.5216 2.2137 -3.2018
C -5.5934 0.3889 -2.0037
C -4.3022 -1.1938 -0.5488
C 4.8254 -0.8390 1.0540
C -3.1899 0.7502 -1.7520
C 0.6182 -0.5852 -0.1567
C -1.5234 -1.6265 2.2281
C -1.8328 -0.9221 -0.6652
C -0.4152 0.1743 3.3539
C 1.8057 0.1781 -0.6982
C -3.3979 -0.9276 5.4120
C -3.4107 3.2448 -3.1045
C -0.6854 -0.1392 -0.8104
C 0.7284 -0.9219 1.3055
C 5.8112 -1.6405 0.4828
C -1.3363 0.0725 4.4005
C 2.6981 -0.5468 -1.5339
C -2.0338 2.5851 -3.0589
C -0.7644 0.9024 -1.7426
C -3.0904 -0.4435 -0.9847
C 5.6919 -3.0332 0.5466
C 1.9598 1.5929 -0.5495
C 3.5780 -2.8090 1.7097
C 3.6661 -1.4250 1.5487
C -2.4038 -0.8101 4.2906
C 4.1945 1.3558 -1.5571
C 3.5418 3.4776 -0.5582
H 0.3291 0.9675 3.4172
H -1.5490 -2.4012 1.4631
H -3.3811 -2.2996 3.0814
H 0.1326 1.3685 -2.1469
H 4.3569 3.8310 -1.1916
H -5.6110 0.3554 0.1470
H 3.8810 3.4486 0.4826
H -4.3889 -2.1071 -1.1575
H -4.1790 -1.5193 0.4934
H 5.1956 0.1365 -3.5988
H 4.5042 -4.6955 1.2628
H 2.6646 4.1171 -0.6375
H -3.4716 3.9220 -3.9598
H 6.6638 -1.1604 0.0016
H -4.5281 1.7529 -4.2080
H -1.2117 0.6722 5.2976
H 0.9900 -1.9933 1.3524
H -3.5467 3.8390 -2.1935
H -1.7310 -1.9410 -0.2850
H 6.4579 -3.6639 0.0976
H 0.7871 -1.5801 -0.6032
H -5.4959 2.6924 -3.0549
H -1.7392 2.2746 -4.0726
H 4.1219 -1.3224 -3.5320
H -1.2822 3.3154 -2.7327
H -6.4502 1.0712 -2.0437
H 5.4229 -1.0827 -2.3229
H -6.4537 -1.0033 -0.6173
H 2.7376 -3.2367 2.2528
H -5.6987 -0.3275 -2.8413
H 4.9635 0.2447 1.1135

---

77
Properties=species:S:1:pos:R:3 method="wB97M-V/def2-TZVPD" s2=2.02 lumo_ev="-12.80 / -12.76" total_charge=+4 spin_multiplicity=3 homo_lumo_gap_ev="6.05 / 6.08"
W 0.3234 -0.5180 -0.1835
Se -0.8186 1.2265 1.0224
P 1.1913 -1.1056 2.1387
N -1.3805 -1.2150 -4.0422
N -0.8903 -2.1638 -0.6301
N -2.5464 2.1679 -1.1163
N -0.2339 -0.1599 -2.2513
N -1.3088 3.7650 -0.3034
N 0.5992 1.9980 -2.6141
N 2.6642 -0.2537 1.9544
N -1.4330 -0.1535 -6.0737
N -0.4172 0.9494 -4.3464
N 2.3951 -0.2503 -0.3751
C -2.1588 4.3510 -1.2439
C 4.5985 0.0623 0.5515
C 0.1592 1.3745 5.1870
C -1.2896 -2.3042 -1.9291
C -3.9532 3.5800 -2.7011
C -0.3765 4.5341 0.5206
C -0.0224 0.9153 -3.0985
C -2.3022 5.6782 -1.6444
C 5.1342 0.1206 -0.7091
C -0.6855 -1.0637 4.1379
C 1.9017 -3.6286 1.3096
C 0.4111 -0.3960 3.5776
C 1.6670 -3.3455 3.7070
C -0.9580 -1.1742 -2.8305
C -4.0960 4.8923 -3.0964
C -1.5705 2.4619 -0.2472
C -1.9563 -3.4192 -2.3671
C -2.9574 3.3339 -1.7600
C 2.9708 -0.2137 -1.6350
C 3.2267 -0.1492 0.7134
C 4.2996 -0.0382 -1.8333
C 1.5630 -2.8283 2.4105
C -0.9261 0.7084 5.7429
C 2.4124 -5.4425 2.7946
C -3.2835 5.9226 -2.5796
C -1.9109 -4.2636 -0.1177
C -1.3498 -0.5077 5.2181
C 0.8266 0.8335 4.0989
C -1.2169 -3.1321 0.2580
C -1.0644 -0.1246 -4.8196
C 2.0859 -4.6544 3.8910
C -2.2722 -4.4205 -1.4485
C 2.3265 -4.9299 1.5024
H 4.6995 -0.0269 -2.8371
H -0.9006 -2.9813 1.2794
H -4.5935 2.7984 -3.0865
H 0.4949 2.3110 5.6119
H 0.1503 3.8718 1.2018
H -2.1853 -1.0299 5.6643
H 2.5972 -5.5470 0.6561
H 3.3155 -0.2165 2.7322
H -2.8018 -5.3080 -1.7723
H 2.2952 -0.3513 -2.4653
H -1.2143 0.6196 -6.6871
H -0.9371 5.2666 1.0988
H 0.8176 2.7355 -3.2696
H 2.1659 -5.0573 4.8915
H 6.1995 0.2668 -0.8378
H -2.2361 -3.4911 -3.4089
H 1.6748 1.3590 3.6795
H 2.7410 -6.4624 2.9461
H -2.1538 -5.0126 0.6234
H -1.4374 1.1317 6.5974
H -3.0302 1.2830 -1.1502
H 5.2246 0.1509 1.4296
H 0.3355 5.0514 -0.1198
H -1.6952 6.4770 -1.2408
H -1.0031 -2.0278 3.7571
H -4.8612 5.1459 -3.8174
H 1.8581 -3.2324 0.2971
H 1.0405 2.0114 -1.7113
H -1.9193 -0.9562 -6.4471
H 1.4280 -2.7342 4.5677
H -3.4464 6.9354 -2.9222

---

75
Properties=species:S:1:pos:R:3 method="wB97M-V/def2-TZVPD" s2=0.80 lumo_ev="-2.08 / -1.98" total_charge=0 spin_multiplicity=2 homo_lumo_gap_ev="4.56 / 4.66"
Re -0.4751 -0.5104 -0.0904
O -0.1176 -1.6262 -4.4780
O -2.2228 -0.2836 -1.2059
O 0.0337 -1.8748 -2.2874
N -0.4890 1.4650 0.5688
N 0.8185 0.9904 -3.8304
N 5.7429 5.0775 6.0356
N 0.9190 -0.7229 1.5257
N 0.4202 0.5822 -1.7178
N -0.8475 -2.6182 0.1475
N -1.9080 -0.3737 2.3208
C 1.6003 1.6257 1.8706
C 1.5145 -3.3512 -0.4496
C 2.1238 -1.6633 3.1995
C 5.0697 4.5408 5.2781
C 2.0105 3.4290 3.5401
C -0.4536 -4.8503 0.1741
C 2.5265 -0.3515 3.1054
C 2.0297 0.9186 -3.2096
C -3.3331 -2.6034 0.5546
C -0.5400 -2.0307 -3.3953
C -1.7951 -4.6456 0.4658
C -1.4104 2.3454 0.1651
C 4.2220 3.8710 4.3661
C 4.7403 2.9443 3.4599
C 0.1140 -3.5912 -0.0280
C -2.5067 0.2276 -2.3494
C -1.0028 3.6524 0.4294
C -2.0045 -3.2575 0.4209
C 0.5346 2.1932 1.1593
C -3.3067 1.2808 -4.8417
C 3.8903 2.2697 2.6092
C 2.5113 2.4818 2.6478
C -1.9814 1.3099 -4.4688
C 1.7404 0.2477 2.0843
C -3.8609 0.2161 -2.7651
C -0.1493 0.7822 -2.9105
C -4.2466 0.7208 -3.9793
C 0.2312 3.5693 1.0401
C 1.1281 -1.8413 2.2354
C 2.8488 4.1197 4.3895
C 1.7680 0.6858 -1.8951
C -1.8593 -2.8261 -3.3514
C -1.5510 0.7895 -3.2449
H -4.0195 -3.0711 -0.1502
H -1.5608 4.5375 0.1995
H -4.5784 -0.2306 -2.0927
H -3.7429 -2.7533 1.5536
H 2.1128 -4.2486 -0.3120
H -1.5544 0.4645 2.7685
H 2.9534 1.0468 -3.7380
H -2.9110 -0.2845 2.2151
H -3.6150 1.6855 -5.7946
H 3.2482 0.1498 3.7188
H 0.8533 4.3796 1.3639
H -1.2600 1.7585 -5.1348
H 1.5114 -3.0733 -1.5049
H -2.5469 -5.3884 0.6677
H -1.7049 -1.1681 2.9150
H 2.4455 0.5984 -1.0686
H 5.8012 2.7418 3.4484
H -5.2849 0.6879 -4.2743
H 0.5656 -2.7436 2.0733
H 2.4870 -2.4213 3.8666
H 0.0713 -5.7837 0.0840
H 0.9473 3.5961 3.5931
H 1.9669 -2.5255 0.0918
H -1.6202 -3.8821 -3.2617
H 0.6595 0.9217 -4.8235
H 4.2904 1.5515 1.9126
H -2.4208 -2.5263 -2.4735
H -3.2667 -1.5440 0.3287
H -2.4304 -2.6488 -4.2555
H -2.3229 2.0269 -0.3085
H 2.4496 4.8325 5.0967

---

Electronic energy: -155267.172; -137768.982; -173855.448; -77210.205; -126052.810; -53426.591 (eV)
Max |F|: 1.3; 3.7; 3.8; 2.7; 0.3; 2.9 (eV/Å)